Formula: C30H75CrN6O12
Source: OMol25
Level of theory: ωB97M-V with the def2-TZVPD basis set

Results
- E_LUMO (spin up / spin down) (eV) = 0.2 / 0.5
- expectation value of S² = 3.778
- multiplicity = 4
- calculated total energy (a.u.) = -3463.99772
- frontier orbital gap (spin up / spin down) (eV) = 8.94 / 9.23

Each line ends with the Löwdin charge.
CARTESIAN COORDINATES (ANGSTROEM)
1 Cr 1.1345 0.6883 2.8008  1.08
2 O -0.0011 -0.3351 4.2209  -0.04
3 O 0.5170 -0.1986 0.8232  -0.04
4 O -0.6729 1.2279 1.9041  -0.08
5 O 0.4872 1.7328 4.4943  -0.05
6 O 0.6097 0.7986 -4.4754  -0.17
7 O 3.0557 0.6518 3.8585  -0.06
8 O 7.4001 1.1676 0.6885  -0.18
9 O -3.4106 3.5209 -0.4251  -0.20
10 O 2.5321 -0.9381 2.5225  -0.07
11 O -1.4820 -4.3311 -1.9730  -0.23
12 O -4.1555 -2.2891 0.8310  -0.21
13 O 0.8975 4.2226 -0.1268  -0.20
14 N 0.9542 -7.0233 -1.6646  0.03
15 N -4.3318 -4.5473 3.7399  0.04
16 N -5.1936 4.7655 -2.3927  0.05
17 N 4.6635 2.2217 1.0886  0.05
18 N -0.2355 -2.7942 -4.0744  0.05
19 N 1.9577 2.3216 1.8229  0.02
20 C -0.1030 0.7043 4.9378  -0.64
21 C 0.1179 -6.0506 -2.3909  -0.44
22 C -0.8176 -6.6990 -3.3996  -0.06
23 C 0.0991 -1.4222 -3.6205  -0.45
24 C -3.4882 4.2500 -4.0448  -0.06
25 C -0.6294 -5.2566 -1.3502  -0.22
26 C 6.3139 0.8731 -0.1697  -0.20
27 C -4.0444 3.8973 -2.6678  -0.45
28 C 1.7515 4.6300 0.9310  -0.20
29 C -0.5196 1.4675 -4.0089  -0.13
30 C 4.4729 -1.3241 3.8880  0.02
31 C 1.4933 3.7341 2.1081  -0.36
32 C -4.1740 -4.1653 2.3342  -0.45
33 C -1.1705 0.9060 -0.4477  0.03
34 C -2.0441 -3.3903 -1.0856  -0.09
35 C -5.2059 -4.8811 1.4981  -0.06
36 C 3.3415 -0.4932 3.3879  -0.67
37 C -2.9866 4.1340 -1.6305  -0.22
38 C -2.7575 4.0253 0.7121  -0.11
39 C -4.2790 -2.6533 2.1843  -0.22
40 C 4.9734 0.8752 0.5646  -0.40
41 C 1.2315 -1.5286 -2.6352  -0.05
42 C 0.4257 -0.5518 -4.8144  -0.21
43 C -4.2474 -0.9088 0.6450  -0.12
44 C 1.0591 4.9866 -1.2972  -0.10
45 C 3.8678 0.4839 -0.3907  -0.05
46 C -0.5006 0.5365 0.8367  -0.63
47 C -0.9217 0.7177 6.1849  0.03
48 C 2.1750 4.2399 3.3666  -0.04
49 C 7.9205 0.0369 1.3420  -0.11
50 H -4.2766 2.8246 -2.6968  0.14
51 H -2.8537 5.2111 -1.4831  0.13
52 H -0.8997 1.7217 6.6044  0.09
53 H -2.0439 3.6564 -1.9387  0.11
54 H 4.8672 -0.9150 4.8127  0.09
55 H -1.2749 -2.6806 -0.7513  0.09
56 H 1.3488 -7.7063 -2.2982  0.06
57 H -1.2354 0.0040 -1.0562  0.07
58 H 2.9848 2.3664 1.6923  0.05
59 H 1.9364 -2.3101 -2.9361  0.09
60 H -4.1819 -0.6411 -0.4093  0.09
61 H 5.0321 0.1685 1.3948  0.12
62 H -5.2574 -2.2945 2.5445  0.13
63 H 8.8926 0.3033 1.7594  0.09
64 H 4.1049 -2.3373 4.0258  0.09
65 H -0.8088 -1.0599 -3.1201  0.11
66 H 1.7733 -0.5870 -2.5141  0.07
67 H -6.2294 -4.6861 1.8173  0.08
68 H -1.0924 1.9283 -4.8262  0.08
69 H 6.4976 -0.0694 -0.7014  0.13
70 H -0.5634 1.6498 -0.9629  0.09
71 H -0.4313 -3.3354 -3.2340  0.03
72 H -1.0736 -2.8153 -4.6439  0.07
73 H -5.0923 -4.0153 4.1551  0.07
74 H 0.2630 4.7370 -1.9961  0.07
75 H 4.8082 2.9010 0.3449  0.09
76 H 0.1025 -4.7154 -0.7283  0.13
77 H -1.1663 0.8696 -3.3679  0.07
78 H -3.1687 -4.4475 2.0126  0.14
79 H -0.3685 -0.6583 -5.5735  0.13
80 H -1.7022 -7.1394 -2.9302  0.08
81 H 1.6742 2.2459 0.8351  0.09
82 H -3.2395 3.6825 1.6275  0.09
83 H 5.2501 -1.3418 3.1222  0.07
84 H 2.0302 4.7946 -1.7670  0.09
85 H -2.8233 3.4527 -4.3820  0.06
86 H -0.3061 -7.4710 -3.9749  0.07
87 H 0.8384 -5.4181 -2.9140  0.13
88 H -5.8712 4.6640 -3.1405  0.07
89 H 0.9689 6.0595 -1.0798  0.09
90 H -2.7526 5.1211 0.7248  0.09
91 H 0.9389 -1.8188 -1.6195  0.07
92 H 5.3305 2.4938 1.8041  0.10
93 H 2.2107 3.4597 4.1265  0.07
94 H -1.1694 -5.9220 -0.6579  0.13
95 H 1.6791 5.1248 3.7625  0.09
96 H -5.6552 4.4363 -1.5493  0.07
97 H -0.4827 0.0375 6.9104  0.09
98 H -2.8162 -2.8454 -1.6282  0.10
99 H -3.4816 -0.3659 1.2170  0.09
100 H -4.2934 4.2715 -4.7871  0.08
101 H -1.7257 3.6522 0.7722  0.07
102 H -5.0929 -4.6187 0.4448  0.07
103 H 0.4220 3.6261 2.2846  0.14
104 H 1.3143 -0.9607 -5.2992  0.13
105 H -1.9404 0.4567 5.9101  0.09
106 H -5.0242 -5.9555 1.5698  0.08
107 H -3.0188 5.2320 -4.0920  0.08
108 H -3.5137 -4.2871 4.2816  0.07
109 H -2.1584 1.3286 -0.2688  0.07
110 H -0.1946 2.3221 -3.4052  0.08
111 H 8.0178 -0.8296 0.6848  0.09
112 H 3.7625 1.2414 -1.1751  0.09
113 H 1.5162 5.6647 1.2256  0.14
114 H 2.9324 0.4164 0.1470  0.05
115 H -3.4817 -2.1562 2.7567  0.13
116 H 7.3183 -0.2299 2.2251  0.08
117 H 3.2274 4.4899 3.1860  0.09
118 H 6.2756 1.6615 -0.9304  0.13
119 H -5.2197 -0.4953 0.9635  0.09
120 H 2.8104 4.6370 0.6308  0.13
121 H 4.0706 -0.4701 -0.8793  0.09
122 H 0.4445 -7.5453 -0.9610  0.07
123 H -1.2075 -5.9533 -4.0986  0.07
124 H -2.5347 -3.8515 -0.2287  0.07

=====

Formula: C30H75N5
Source: OMol25
Level of theory: ωB97M-V with the def2-TZVPD basis set

Results
- E_LUMO (eV) = 0.7
- calculated total energy (a.u.) = -1461.58376
- frontier orbital gap (eV) = 8.44
- SMILES string = CCN(CC)CC.CCN(CC)CC.CCN(CC)CC.CCN(CC)CC.CCN(CC)CC

Each line ends with the Löwdin charge.
CARTESIAN COORDINATES (ANGSTROEM)
1 N -9.1803 10.1265 16.2299  -0.17
2 N -16.3628 9.4465 17.1627  -0.22
3 N -22.0673 9.6412 14.7615  -0.20
4 N -15.3304 10.2722 12.6037  -0.12
5 N -12.5425 6.8729 9.3899  -0.21
6 C -14.7573 6.3271 10.1000  -0.08
7 C -9.7574 10.8314 15.1369  -0.28
8 C -20.8323 9.8436 13.9544  -0.23
9 C -14.0334 8.7565 17.8933  -0.08
10 C -12.8477 10.4427 12.5292  -0.11
11 C -23.1851 10.5327 14.4472  -0.24
12 C -13.9877 7.2809 9.1825  -0.21
13 C -22.8416 12.0013 14.6946  -0.10
14 C -22.8337 9.3361 17.1374  -0.07
15 C -10.6955 6.2598 10.9652  -0.04
16 C -21.7205 9.6114 16.1651  -0.30
17 C -10.3379 9.3805 16.7821  -0.27
18 C -16.2096 10.9088 17.4736  -0.24
19 C -11.7308 7.1583 8.1964  -0.26
20 C -15.5260 11.7189 12.3183  -0.24
21 C -11.7859 8.6050 7.7218  -0.09
22 C -20.2852 8.4319 13.5952  -0.07
23 C -17.3942 11.2859 18.3688  -0.09
24 C -16.9809 9.6701 10.7705  -0.09
25 C -16.3568 9.3526 12.0990  -0.29
26 C -8.7892 11.7529 14.3027  -0.07
27 C -7.9541 9.3412 16.0336  -0.21
28 C -16.6944 12.3662 13.0399  -0.09
29 C -7.8760 8.2222 14.8774  -0.06
30 C -11.8401 7.2744 10.5598  -0.27
31 C -15.6053 8.6250 18.1713  -0.18
32 C -16.2574 9.1843 15.7339  -0.23
33 C -16.7907 7.7037 15.5496  -0.06
34 C -14.0337 9.6962 12.0206  -0.25
35 C -9.9115 8.6373 18.0649  -0.10
36 H -14.0427 9.6053 10.9344  0.09
37 H -17.6639 10.5148 10.8596  0.07
38 H -23.7552 12.5327 14.4279  0.07
39 H -11.1136 10.0666 17.1222  0.10
40 H -10.4853 11.5920 15.4191  0.11
41 H -22.1179 12.4284 14.0003  0.06
42 H -11.3927 9.2479 8.5093  0.06
43 H -20.9511 8.8529 16.3094  0.11
44 H -14.7485 5.3081 9.7131  0.08
45 H -19.2969 8.3602 13.1412  0.04
46 H -22.4139 9.3810 18.1423  0.08
47 H -15.1920 9.2770 15.5234  0.09
48 H -13.6371 9.6832 18.3084  0.05
49 H -11.1553 5.3043 10.7128  0.07
50 H -20.9918 8.0444 12.8613  0.07
51 H -12.7927 8.9204 7.4478  0.06
52 H -15.7203 11.9267 11.2661  0.10
53 H -9.3278 12.1323 13.4343  0.07
54 H -11.6116 8.3303 10.4153  0.10
55 H -12.5043 11.1156 11.7435  0.08
56 H -16.0907 8.2983 12.0239  0.10
57 H -10.6928 6.8284 8.2392  0.11
58 H -13.4419 7.9881 18.3910  0.06
59 H -17.6990 12.1673 12.6668  0.06
60 H -9.1567 9.2458 18.5630  0.07
61 H -17.3434 10.7675 19.3262  0.06
62 H -10.8517 8.6084 16.2095  0.11
63 H -9.4613 7.7197 17.6862  0.06
64 H -13.7828 8.7483 16.8325  0.05
65 H -14.3439 7.1298 8.1635  0.12
66 H -15.7575 6.7596 10.0765  0.06
67 H -15.8355 8.9082 19.1985  0.10
68 H -8.0052 8.7202 13.9165  0.06
69 H -21.1023 10.4589 13.0961  0.10
70 H -15.3398 11.0549 18.1141  0.09
71 H -10.6251 8.2526 18.7935  0.06
72 H -16.6800 12.1161 14.1007  0.05
73 H -21.1011 10.5029 16.2632  0.10
74 H -23.6989 9.9850 17.0014  0.06
75 H -16.2093 9.9446 10.0512  0.07
76 H -16.0465 11.5195 16.5857  0.10
77 H -8.7047 7.5382 15.0608  0.05
78 H -12.8998 10.8948 13.5196  0.08
79 H -17.7212 7.6301 16.1124  0.07
80 H -8.4379 12.6211 14.8602  0.07
81 H -16.8144 9.9464 15.1887  0.09
82 H -10.4624 6.2761 12.0298  0.06
83 H -16.0419 6.9125 15.5864  0.07
84 H -12.0202 9.7332 12.5232  0.05
85 H -22.4522 12.2946 15.6695  0.07
86 H -11.2036 8.6899 6.8043  0.07
87 H -18.2620 10.8718 17.8554  0.06
88 H -17.4915 8.7348 10.5412  0.08
89 H -17.4112 7.6501 14.6550  0.03
90 H -14.3998 6.4200 11.1255  0.06
91 H -13.7790 8.6902 12.3541  0.09
92 H -20.2207 7.8461 14.5122  0.06
93 H -12.1924 6.5721 7.4018  0.11
94 H -17.1127 9.3724 12.8840  0.08
95 H -14.1354 8.3207 9.4744  0.08
96 H -10.2340 10.1440 14.4380  0.10
97 H -15.9093 7.5898 18.0163  0.09
98 H -9.7538 6.4392 10.4463  0.06
99 H -6.9485 7.6751 15.0463  0.07
100 H -7.6126 8.8643 16.9523  0.10
101 H -7.2774 10.1018 15.6442  0.09
102 H -24.1008 10.2634 14.9736  0.10
103 H -23.4066 10.5099 13.3802  0.11
104 H -12.6334 7.2607 11.3072  0.08
105 H -23.1229 8.2914 17.0232  0.08
106 H -7.9341 11.1762 13.9500  0.05
107 H -20.0769 10.4451 14.4600  0.10
108 H -16.6000 13.4521 13.0543  0.07
109 H -14.6509 12.2925 12.6239  0.11
110 H -17.4858 12.3554 18.5582  0.07

=====

Values for max |F|, eV/A, ordered as above
2.56 3.44